Entry 1:
The following is a quantum chemistry calculation of 2 unconnected molecules or ions with the total composition C7H14NO3 at a distorted geometry, from the OMol25 dataset.

Atoms and positions in Å:
C  0.833  -0.299  0.224
C  1.977  -1.400  0.280
C  1.859  1.882  0.634
C  -1.132  0.081  2.236
C  -0.052  1.146  2.085
O  -0.090  2.259  2.556
N  0.871  0.881  1.044
H  0.674  0.070  -0.832
H  -0.152  -0.824  0.217
H  2.265  -1.836  -0.692
H  1.483  -2.271  0.693
H  1.224  2.750  0.332
H  -0.693  -0.812  2.734
H  2.895  -0.847  0.571
H  2.280  2.106  1.705
H  2.557  1.365  -0.043
H  -1.973  0.568  2.727
H  -1.607  -0.225  1.334
C  -1.705  -0.948  -3.164
C  -2.064  -0.172  -1.838
O  -2.733  0.864  -1.934
O  -1.787  -0.809  -0.763
H  -2.439  -1.760  -3.185
H  -0.741  -1.395  -2.880
H  -1.749  -0.376  -4.042

HOMO level (eV): -4.4065
Net charge: -1
Molecular weight (g mol⁻¹): 160.19
LUMO (eV): 3.43
Maximum force (eV/Å): 3.94
Frontier orbital gap (eV): 7.836

Entry 2:
The following is a quantum chemistry calculation of C12H15N3 in the gas phase at a distorted geometry, from the OMol25 dataset.

Atoms and positions in Å:
C  -3.037  2.238  0.306
C  -1.673  1.458  0.362
C  -1.770  0.127  -0.336
C  -2.651  -0.658  -1.003
C  -2.027  -1.861  -1.283
C  -0.697  -1.857  -0.947
C  0.387  -1.280  1.775
C  1.747  -0.337  0.096
C  2.857  -0.382  0.880
C  3.995  0.136  0.226
C  2.965  0.783  -1.652
C  1.717  0.290  -1.216
H  -3.664  2.220  1.219
H  -3.651  1.703  -0.462
H  -2.914  3.230  0.228
H  -0.886  1.907  -0.262
H  -1.309  1.608  1.421
H  -3.692  -0.304  -1.082
H  -2.558  -2.663  -1.779
H  0.170  -2.505  -0.919
H  -0.647  -1.404  2.161
H  0.822  -0.841  2.682
H  0.875  -2.364  1.676
H  2.807  -0.559  1.939
H  4.949  0.244  0.792
H  3.103  1.349  -2.612
H  0.775  0.196  -1.652
N  -0.612  -0.704  -0.207
N  0.504  -0.559  0.604
N  4.116  0.789  -0.954

HOMO level (eV): -8.3905
Net charge: 0
Molecular weight (g mol⁻¹): 201.27
SMILES string: CCc1cccn1N(C)c1ccncc1
LUMO (eV): 0.71
Maximum force (eV/Å): 4.86
Frontier orbital gap (eV): 9.100

Entry 3:
The following is a quantum chemistry calculation of C18H20N2O4 in the gas phase at a distorted geometry, from the OMol25 dataset.

Atoms and positions in Å:
C  -7.727  -1.088  -0.237
H  -7.637  -1.758  0.624
O  -6.836  -0.005  -0.148
C  -5.503  -0.263  -0.116
C  -4.930  -1.523  -0.163
C  -3.553  -1.680  -0.113
C  -2.725  -0.574  -0.020
C  -3.293  0.702  0.013
C  -4.662  0.873  -0.033
O  -5.300  2.072  -0.003
C  -4.517  3.240  0.039
H  -5.225  4.067  0.026
H  -3.918  3.290  0.954
H  -3.856  3.312  -0.830
H  -2.622  1.541  0.071
C  -1.255  -0.709  0.040
N  -0.621  0.283  -0.460
O  0.783  0.336  -0.561
C  1.628  0.055  0.417
O  1.344  -0.424  1.493
C  3.035  0.423  -0.006
C  4.020  -0.693  0.369
C  5.429  -0.263  0.080
C  6.014  -0.536  -1.150
C  7.300  -0.109  -1.429
C  8.018  0.599  -0.480
C  7.443  0.877  0.748
C  6.157  0.449  1.025
H  5.712  0.666  1.986
H  7.999  1.427  1.493
H  9.023  0.931  -0.696
H  7.744  -0.331  -2.388
H  5.458  -1.089  -1.893
H  3.777  -1.592  -0.201
H  3.900  -0.915  1.431
H  3.309  1.339  0.523
H  3.049  0.622  -1.077
N  -0.756  -1.875  0.533
H  -1.397  -2.446  1.059
H  0.183  -1.846  0.912
H  -3.142  -2.676  -0.184
H  -5.550  -2.401  -0.243
H  -7.576  -1.660  -1.159
H  -8.723  -0.648  -0.247

HOMO level (eV): -8.1870
Net charge: 0
Molecular weight (g mol⁻¹): 328.37
SMILES string: COc1ccc(/C(N)=N/OC(=O)CCc2ccccc2)cc1OC
LUMO (eV): 0.80
Maximum force (eV/Å): 1.31
Frontier orbital gap (eV): 8.983

Entry 4:
The following is a quantum chemistry calculation of a molecular structure, C7H19CrIN3O7P2, from the OMol25 dataset.

Atoms and positions in Å:
Cr  0.057  -0.279  -0.551
C  2.250  -0.929  1.310
C  1.118  -1.811  1.834
N  -0.053  -1.805  0.924
C  -1.338  -1.528  1.607
C  -1.382  -0.078  2.072
N  -0.901  0.819  0.999
C  -0.016  1.901  1.461
C  1.330  1.301  1.802
N  1.698  0.322  0.752
H  2.796  -1.429  0.516
H  2.959  -0.717  2.116
H  0.789  -1.447  2.808
H  1.481  -2.827  1.991
H  -0.128  -2.687  0.432
H  -1.504  -2.213  2.445
H  -2.123  -1.696  0.870
H  -0.763  0.063  2.959
H  -2.404  0.177  2.357
H  -1.674  1.297  0.518
H  -0.438  2.437  2.316
H  0.068  2.604  0.634
H  1.293  0.779  2.759
H  2.095  2.074  1.891
H  2.385  0.736  0.123
O  -1.238  3.159  -3.111
P  -1.366  2.052  -1.981
O  -1.958  2.641  -0.765
O  -0.026  1.312  -1.855
O  -2.385  0.967  -2.627
P  -2.042  -0.599  -2.786
O  -0.852  -0.609  -3.850
O  -3.186  -1.388  -3.207
O  -1.402  -0.989  -1.403
H  -0.844  2.832  -3.928
H  -0.127  -0.042  -3.537
I  3.133  0.177  -2.340
C  1.558  -1.129  -1.671
H  2.078  -2.010  -1.294
H  1.065  -1.441  -2.593

Multiplicity: 2
HOMO level (alpha / beta) (eV): -8.8749 / -8.3901
Net charge: 0
Molecular weight (g mol⁻¹): 498.09
LUMO (alpha / beta) (eV): -0.29 / -0.04
Maximum force (eV/Å): 0.29
Frontier orbital gap (alpha / beta) (eV): 8.588 / 8.350

Results for ΔE to the lowest compared entry with this formula, charge and spin: 30.90 63.99 76.28 0.00 (in kcal per mole, following the order of the records).